[1]
{
  "formula": "C20H43N2OP3SSm",
  "method": "wB97M-V/def2-TZVPD",
  "homo_energy_ev": [-15.34, -15.32],
  "multiplicity": 6,
  "charge": 3,
  "lumo_ev": [-12.77, -12.95],
  "gap_ev": [2.574, 2.370],
  "elements": ["Sm", "P", "P", "P", "H", "C", "C", "H", "C", "C", "C", "C", "C", "C", "C", "C", "C", "H", "H", "H", "H", "H", "H", "H", "H", "H", "H", "H", "H", "H", "H", "H", "H", "H", "H", "H", "H", "H", "H", "H", "H", "H", "H", "H", "H", "H", "C", "C", "C", "C", "C", "C", "O", "H", "H", "H", "H", "H", "H", "S", "C", "N", "C", "C", "N", "H", "H", "H", "H", "H", "H"],
  "positions_angstrom": [[0.20755, -0.41440, 0.49446], [-1.58575, -1.89680, 0.81936], [1.39305, -1.02750, 2.29556], [1.42025, -1.70410, -1.01884], [-0.59695, 6.05520, -6.78124], [-0.67605, 5.17220, -7.41044], [-1.85415, 4.63890, -7.72374], [-2.78805, 5.06320, -7.36414], [-3.16295, -1.29700, 1.57836], [-1.36115, -3.40180, 1.87486], [-2.23315, -2.67110, -0.72004], [3.03685, -0.20560, 2.47426], [0.74465, -0.75780, 4.00936], [1.89265, -2.79630, 2.53676], [0.86805, -1.58930, -2.77234], [1.66005, -3.53300, -0.87584], [3.17455, -1.18450, -1.20424], [0.25795, 4.74790, -7.77004], [-1.93315, 3.75600, -8.35294], [-3.46165, -0.35180, 1.12166], [-3.01885, -1.12360, 2.64876], [-3.96855, -2.02800, 1.44656], [-1.07375, -3.09880, 2.88546], [-0.56485, -4.02850, 1.46616], [-2.28295, -3.99210, 1.92996], [-2.63515, -1.88820, -1.36964], [-3.01725, -3.40570, -0.50634], [-1.39735, -3.13380, -1.24904], [3.53975, -0.48550, 3.40676], [2.88745, 0.87690, 2.44276], [3.67275, -0.47810, 1.62746], [1.43085, -1.17660, 4.75386], [-0.22685, -1.24970, 4.11046], [0.61595, 0.30840, 4.20976], [2.96855, -2.87730, 2.72906], [1.64205, -3.39110, 1.65776], [1.35335, -3.21010, 3.39346], [1.32145, -2.39400, -3.36184], [1.16655, -0.62170, -3.17994], [-0.21975, -1.65950, -2.83664], [1.86715, -3.96170, -1.86244], [0.76465, -4.00600, -0.46494], [2.50565, -3.75330, -0.21834], [3.60865, -1.57120, -2.13344], [3.75385, -1.54280, -0.34954], [3.20715, -0.09210, -1.20814], [-0.48155, 0.98190, -2.25234], [0.58705, 1.90550, -2.15564], [0.89035, 2.76990, -3.20674], [0.15305, 2.75390, -4.39204], [-0.90735, 1.84800, -4.50434], [-1.22205, 0.98080, -3.46374], [-0.84365, 0.13880, -1.29914], [1.42845, 0.64980, 0.22426], [1.16995, 1.91040, -1.23874], [1.71895, 3.46660, -3.09384], [0.39665, 3.42840, -5.20764], [-1.49685, 1.81600, -5.41834], [-2.05055, 0.28230, -3.55444], [-1.35635, 1.58880, 1.64576], [-1.08755, 1.73600, 3.23686], [-0.16645, 2.63030, 3.79476], [-0.34995, 2.67170, 5.22696], [-1.53015, 1.70470, 5.51366], [-1.92315, 1.20020, 4.22196], [0.52015, 3.18740, 3.26616], [-0.61095, 3.70550, 5.53826], [0.57735, 2.33910, 5.74006], [-2.38035, 2.25300, 5.97196], [-1.21945, 0.86230, 6.16826], [-2.71905, 0.57050, 4.05926]],
  "forces_ev_per_angstrom": [[-8.381, 7.887, -2.184], [-6.957, -5.860, 1.585], [6.805, -3.571, 10.413], [5.046, -5.039, -6.007], [-0.053, -0.051, -0.148], [-0.097, -0.173, 0.191], [0.123, -0.073, 0.198], [0.141, 0.008, -0.092], [0.027, 0.754, -0.020], [0.785, 0.131, 0.049], [0.524, 0.561, -0.571], [0.055, 0.455, -0.514], [-0.410, 0.311, 0.077], [-0.113, -0.451, -0.341], [-0.275, -0.136, -0.106], [-0.195, -0.153, 0.179], [0.059, 0.336, 0.217], [-0.111, 0.072, -0.082], [0.037, 0.156, 0.000], [-0.017, -0.121, 0.029], [0.103, -0.090, -0.177], [0.340, -0.124, -0.115], [-0.079, -0.112, -0.075], [-0.123, -0.039, 0.099], [0.026, 0.296, -0.183], [0.001, -0.092, 0.117], [0.245, 0.107, 0.219], [-0.193, -0.210, -0.050], [-0.289, -0.071, -0.112], [0.159, -0.042, 0.074], [-0.021, 0.073, 0.139], [0.018, -0.006, -0.305], [0.076, 0.067, 0.071], [0.109, -0.224, -0.038], [-0.210, 0.129, -0.079], [0.159, -0.101, 0.227], [0.073, 0.078, -0.152], [0.017, 0.223, 0.166], [0.067, -0.093, -0.031], [0.166, -0.115, -0.084], [-0.046, 0.134, 0.194], [0.105, -0.140, -0.110], [-0.128, 0.060, -0.106], [-0.138, -0.024, 0.191], [0.022, 0.004, -0.141], [0.198, -0.101, -0.121], [-1.425, -0.995, 0.301], [0.848, 0.912, -0.091], [0.636, -0.483, 0.872], [0.259, -0.054, 0.280], [-1.006, -1.149, 0.405], [-0.422, 0.574, -1.394], [0.171, 2.364, -2.155], [3.643, 3.026, -1.198], [-0.148, 0.454, 0.126], [-0.212, -0.120, 0.003], [-0.147, 0.009, 0.095], [0.116, 0.039, 0.167], [0.155, 0.101, -0.049], [-0.042, -0.251, -2.851], [-0.393, 1.628, 4.122], [-1.803, -2.404, -1.297], [0.388, 0.657, 1.246], [-0.309, 0.041, 1.441], [2.094, 0.911, -2.259], [-0.884, -0.570, 0.321], [0.335, -0.670, -0.037], [-0.591, 0.366, -0.146], [0.579, -0.459, -0.088], [-0.257, 0.642, -0.205], [0.766, 0.801, -0.099]]
}

=====

[2]
{
  "formula": "C6H8",
  "method": "wB97M-V/def2-TZVPD",
  "homo_energy_ev": [-8.96, -8.81],
  "multiplicity": 1,
  "lumo_ev": [-0.30, -0.26],
  "gap_ev": [8.657, 8.553],
  "elements": ["C", "C", "C", "C", "C", "C", "H", "H", "H", "H", "H", "H", "H", "H"],
  "positions_angstrom": [[2.28466, -0.16605, -0.00279], [-0.27685, -0.95477, -0.00484], [2.26288, 1.12508, 0.00292], [-1.01917, 0.10645, -0.01271], [1.21301, -1.27621, 0.00308], [-2.52271, 0.11294, 0.00709], [3.16356, 1.71824, 0.02048], [1.32646, 1.70933, -0.01805], [-0.52788, 1.10086, -0.05212], [1.40888, -1.90928, -0.86696], [1.40823, -1.87861, 0.89507], [-2.91532, -0.15661, -0.97383], [-2.91553, 1.08886, 0.27928], [-2.89022, -0.62023, 0.72337]],
  "forces_ev_per_angstrom": [[-2.099, -0.989, 0.011], [2.011, 0.517, 0.085], [-0.156, 1.017, -0.037], [-0.241, 0.839, -0.039], [0.312, -0.412, -0.023], [-0.114, -0.186, 0.007], [0.232, 0.073, -0.008], [0.299, -0.316, 0.029], [-0.155, -0.499, -0.009], [0.055, -0.073, 0.160], [0.011, -0.094, -0.161], [-0.068, 0.075, -0.012], [0.001, 0.043, 0.010], [-0.086, 0.006, -0.013]]
}

=====

[3]
{
  "formula": "C3H3Cl3O",
  "method": "wB97M-V/def2-TZVPD",
  "homo_energy_ev": -9.66,
  "multiplicity": 1,
  "smiles": "ClC(Cl)Cl.C=C=O",
  "lumo_ev": 0.68,
  "gap_ev": 10.335,
  "elements": ["Cl", "C", "Cl", "Cl", "H", "C", "C", "O", "H", "H"],
  "positions_angstrom": [[1.13700, -3.57642, -3.55361], [0.23922, -2.00361, -3.45389], [-1.30309, -2.31728, -2.66233], [-0.01462, -1.36399, -5.02624], [0.76495, -1.21713, -2.81651], [-1.15895, -0.03525, 0.82997], [-0.66543, 0.29247, -0.29567], [-0.07761, 0.50429, -1.26760], [-1.60227, -0.97274, 1.19395], [-1.35641, 0.75239, 1.60109]],
  "forces_ev_per_angstrom": [[-0.093, 0.924, 0.188], [0.748, 0.151, 1.438], [-0.273, -0.017, 0.211], [-0.007, 0.407, -0.876], [-0.403, -1.462, -0.942], [-2.097, 0.276, 3.899], [1.116, -0.557, -1.114], [0.018, 0.483, -0.724], [0.523, 0.226, -1.025], [0.468, -0.431, -1.056]]
}

=====

[4]
{
  "formula": "C6H10O3",
  "method": "wB97M-V/def2-TZVPD",
  "homo_energy_ev": [-8.69, -8.69],
  "multiplicity": 1,
  "smiles": "C=CC(=C)O.COC=O",
  "lumo_ev": [0.73, 0.73],
  "gap_ev": [9.421, 9.421],
  "elements": ["C", "C", "C", "C", "O", "H", "H", "H", "H", "H", "H", "C", "O", "C", "O", "H", "H", "H", "H"],
  "positions_angstrom": [[1.51953, -1.62774, 0.36706], [0.22229, -1.62071, 0.09063], [-0.82123, -0.93353, 0.84686], [-0.65340, -0.28172, 1.99806], [-2.03587, -1.02920, 0.22958], [1.93454, -1.11329, 1.21763], [2.21721, -2.15815, -0.25662], [-0.15287, -2.14609, -0.77680], [0.30389, -0.22107, 2.47650], [-1.47546, 0.20469, 2.49597], [-2.69944, -0.55620, 0.74576], [0.74592, 1.99827, -0.50675], [-0.53680, 1.54679, -0.93206], [-0.55105, 0.74750, -1.98524], [0.39851, 0.39427, -2.61938], [1.24916, 2.52279, -1.32118], [1.35576, 1.14571, -0.20173], [0.57249, 2.66628, 0.33238], [-1.59318, 0.46139, -2.20068]],
  "forces_ev_per_angstrom": [[-0.169, -0.029, -0.027], [0.111, -0.164, -0.214], [-0.126, 0.367, 0.721], [-0.078, -0.100, -0.168], [-0.073, -0.106, -0.211], [0.030, 0.129, 0.184], [0.073, -0.108, -0.150], [0.063, -0.085, -0.124], [0.258, -0.051, 0.066], [-0.182, 0.091, 0.046], [0.109, -0.024, -0.011], [0.360, 0.024, -0.023], [-0.210, 0.294, 0.353], [-0.607, -0.193, -0.375], [0.336, -0.052, -0.111], [-0.022, -0.025, 0.083], [-0.030, 0.084, -0.010], [-0.017, -0.044, -0.039], [0.175, -0.007, 0.013]]
}

=====

Q: Among the records above, which one has the highest multiplicity?
A: C20H43N2OP3SSm

=====

Q: multiplicity of number 1 (C20H43N2OP3SSm)?
A: 6

=====

Q: Which value of multiplicity does entry 3 give?
A: 1